(1)
Entry from OMol25: C18H30NO5P2Re as an isolated structure in a non-equilibrium geometry (ωB97M-V with the def2-TZVPD basis set).

The geometry in XYZ format:
```
57
C18H30NO5P2Re | OMol25 | ωB97M-V with the def2-TZVPD basis set
C 2.19768 -2.00096 -3.24285
C 1.74206 -1.60891 -1.95507
N 0.42956 -1.16162 -1.82062
C -0.41852 -1.23470 -2.85270
C -0.00822 -1.70166 -4.10246
C 1.32168 -2.05242 -4.30722
C 2.52982 -1.64572 -0.79688
P 1.76857 -1.28986 0.77230
Re -0.18730 -0.21583 0.11425
P -1.94950 0.38342 -1.20735
C -1.83987 -0.77475 -2.64658
O 5.34012 1.61326 -1.99375
O 2.32203 4.55074 2.10442
H 3.24921 -2.26145 -3.33097
H -0.75029 -1.75033 -4.89316
H 1.66282 -2.36762 -5.29091
C 1.61414 -2.87400 1.68484
C 3.02035 -0.36316 1.72944
H -2.20413 -0.24543 -3.53555
H -2.51008 -1.62386 -2.44026
H 6.29140 1.50600 -1.87606
H 3.57705 -1.92453 -0.90011
C -3.62222 0.16389 -0.53053
C -2.06438 2.01130 -2.03137
H 0.23194 1.10569 -0.89191
H 1.97319 3.68652 2.41928
H 2.63913 4.33943 1.22448
H 5.26247 2.46952 -2.46474
H -1.05682 -1.39371 0.97320
H 0.61711 1.33796 -0.04887
H 2.60332 -3.29736 1.90744
H 1.08127 -2.68635 2.62572
H 1.02380 -3.57800 1.08429
H 3.91833 -0.97990 1.88048
H 3.29196 0.54252 1.17174
H 2.59243 -0.06037 2.69540
H -2.95898 2.04448 -2.66983
H -2.13826 2.79137 -1.26090
H -1.16996 2.19300 -2.64226
H -4.35964 0.53187 -1.25618
H -3.79277 -0.89936 -0.31886
H -3.70320 0.73448 0.40572
O -2.87212 0.29512 2.80740
C -2.41992 1.18018 3.73568
C -3.32068 1.53596 4.74404
C -2.91055 2.35670 5.79131
C -1.59942 2.84600 5.83742
C -0.69704 2.50768 4.82855
C -1.09141 1.71051 3.74271
C -0.08075 1.48286 2.68331
O 1.04430 1.99921 2.75261
O -0.45357 0.71083 1.64939
H -2.12567 0.05489 2.21134
H -4.32775 1.11898 4.69810
H -3.62990 2.60381 6.57240
H -1.27932 3.48070 6.66411
H 0.32820 2.87306 4.84366
```

The calculation puts the LUMO energy (spin up / spin down) at -2.9 / -5.2 eV. The highest occupied orbital energy (spin up / spin down) is -10.813 / -10.833 eV. The multiplicity is 4. For the HOMO-LUMO gap (spin up / spin down), the calculation gives 7.9 / 5.6 eV. The value obtained for the total energy is -51581.0011 eV. Its total charge is +1.

(2)
Entry from OMol25: the molecule C15H20FNO7S (ωB97M-V with the def2-TZVPD basis set).

The geometry in XYZ format:
```
45
C15H20FNO7S | OMol25 | ωB97M-V with the def2-TZVPD basis set
C -5.30626 -1.35577 2.73001
O -4.43797 -0.52285 1.96976
C -5.03362 0.55113 1.41596
O -6.21260 0.75457 1.50985
C -4.06097 1.36155 0.63394
C -2.70016 1.11794 0.77272
C -1.74774 1.84658 0.08797
N -0.35716 1.58710 0.24234
C 0.48151 2.45444 0.88198
O 0.10866 3.48454 1.38926
C 1.94156 1.99760 0.94968
C 2.20254 1.32948 2.28899
C 3.61976 0.79991 2.36612
S 4.00282 0.07240 3.95014
C 2.96328 -1.37236 4.02930
O 5.36725 -0.37820 3.89228
O 3.57235 0.97924 4.97961
O 2.82062 3.07542 0.84365
C 2.73799 3.74734 -0.39525
C -2.18566 2.86144 -0.74454
F -1.28799 3.58610 -1.41674
C -3.52258 3.14674 -0.90541
C -4.47786 2.39731 -0.22053
O -5.79236 2.61361 -0.35845
C -6.22302 3.72329 -1.12195
H -4.69547 -2.16773 3.11248
H -5.74936 -0.80320 3.55752
H -6.10614 -1.75429 2.10728
H -2.36347 0.34246 1.44369
H 0.02637 0.76101 -0.18612
H 2.13544 1.28196 0.12922
H 2.04208 2.06410 3.07870
H 1.47669 0.52539 2.44185
H 3.84315 0.03524 1.61936
H 4.34842 1.60485 2.26882
H 3.24032 -1.87568 4.95285
H 1.92435 -1.05539 4.06347
H 3.17835 -2.00086 3.16819
H 3.51434 4.50801 -0.40017
H 2.91253 3.05779 -1.23155
H 1.76726 4.23398 -0.52358
H -3.79512 3.94929 -1.57248
H -7.30155 3.76608 -1.00617
H -5.78786 4.65491 -0.75229
H -5.98719 3.60061 -2.18253
```

The calculation puts the LUMO energy at 0.2 eV. The highest occupied orbital energy is -9.125 eV. Its energy above the lowest of the compared OMol25 structures with the same formula, charge and spin is 0.117 eV. For the HOMO-LUMO gap, the calculation gives 9.3 eV. The value obtained for the total energy is -45254.1144 eV. Its total charge is 0. As for the SMILES: COC(=O)c1cc(NC(=O)[C@H](CCS(C)(=O)=O)OC)c(F)cc1OC.

(3)
Entry from OMol25: a 2-piece molecular cluster, C6H10O5 overall in a non-equilibrium geometry (ωB97M-V with the def2-TZVPD basis set).

The geometry in XYZ format:
```
21
C6H10O5 | OMol25 | ωB97M-V with the def2-TZVPD basis set
C -1.69783 -1.36939 0.40469
C -0.22960 -1.35020 0.02867
C 0.39727 -0.00179 0.34379
C -0.30419 1.17528 -0.28848
C -1.82077 1.16677 -0.01290
O -2.42234 2.13908 0.40046
C -2.45915 -0.21251 -0.26290
O 1.72768 -0.09028 -0.16199
O 2.23450 1.25622 0.09370
H -2.13625 -2.32823 0.11284
H -1.79032 -1.28862 1.49701
H 0.33061 -2.11347 0.57199
H -0.08950 -1.55018 -1.03931
H 0.45490 0.17568 1.42994
H 0.10470 2.11417 0.07857
H -0.15725 1.13209 -1.38412
H -2.48779 -0.36235 -1.35484
H -3.48386 -0.16168 0.11620
H 3.16861 1.09925 -0.05383
O 5.30052 0.90791 -0.28565
O 5.36007 -0.33773 -0.23384
```

The calculation puts the LUMO energy (spin up / spin down) at -2.0 / -2.1 eV. The highest occupied orbital energy (spin up / spin down) is -9.488 / -9.488 eV. Its energy above the lowest of the compared OMol25 structures with the same formula, charge and spin is 7.232 eV. For the HOMO-LUMO gap (spin up / spin down), the calculation gives 7.5 / 7.4 eV. The value obtained for the total energy is -16614.6417 eV. Its total charge is 0. As for the SMILES: O=C1CCC[C@@H](OO)C1.O=O.

(4)
Entry from OMol25: the molecule C2H2N2O2 in a non-equilibrium geometry (ωB97M-V with the def2-TZVPD basis set).

The geometry in XYZ format:
```
8
C2H2N2O2 | OMol25 | ωB97M-V with the def2-TZVPD basis set
C 0.12113 0.67038 0.17674
C 0.12065 -1.21672 -0.71364
H -0.02519 2.03091 1.30933
H 0.38697 -1.97462 -1.47802
N 0.65192 0.11682 -0.79342
N -0.65887 -1.44256 0.23587
O 0.20817 1.91783 0.43997
O -0.80478 -0.10205 0.82318
```

The calculation puts the LUMO energy at 0.5 eV. The highest occupied orbital energy is -10.851 eV. Its energy above the lowest of the compared OMol25 structures with the same formula, charge and spin is 2.085 eV. For the HOMO-LUMO gap, the calculation gives 11.3 eV. The value obtained for the total energy is -9179.7016 eV. Its total charge is 0. As for the SMILES: Oc1ncno1.

(5)
Entry from OMol25: an isolated ion of composition C7H13N2 and charge +1 in a non-equilibrium geometry (ωB97M-V with the def2-TZVPD basis set).

The geometry in XYZ format:
```
22
C7H13N2 | OMol25 | ωB97M-V with the def2-TZVPD basis set
C -3.19934 0.58293 -0.23798
C -2.05339 0.23729 0.02427
C 1.57678 0.83869 0.20196
C 1.55200 -0.37542 -0.78197
C -0.51440 -0.17913 0.42812
C -0.09200 1.38387 2.04222
C -0.14793 -1.93182 -1.47518
N 0.21952 1.06975 0.65429
N 0.04049 -0.62700 -0.91135
H -4.10913 0.85958 -0.68462
H 2.34850 0.57876 1.10342
H 2.08467 1.71631 -0.16712
H 1.88329 -0.02422 -1.73500
H 2.16777 -1.15677 -0.21450
H -0.55959 -0.96371 1.12089
H 0.57536 2.25237 2.17822
H -1.15322 1.62336 2.33068
H 0.19462 0.68522 2.75662
H 0.40557 -2.58666 -0.91237
H -1.14309 -2.11318 -1.41110
H 0.15473 -1.88283 -2.64175
H -0.23121 0.01261 -1.66776
```

The calculation puts the LUMO energy at -3.1 eV. The highest occupied orbital energy is -13.458 eV. Its energy above the lowest of the compared OMol25 structures with the same formula, charge and spin is 5.331 eV. For the HOMO-LUMO gap, the calculation gives 10.3 eV. The value obtained for the total energy is -10438.8668 eV. Its total charge is +1. As for the SMILES: C#C[C@@H]1N(C)CC[N@H+]1C.

(6)
Entry from OMol25: an isolated ion of composition C6H12PS and charge +1 (ωB97M-V with the def2-TZVPD basis set).

The geometry in XYZ format:
```
20
C6H12PS | OMol25 | ωB97M-V with the def2-TZVPD basis set
C 0.51072 1.58540 -1.09816
C 0.00844 2.14216 -2.28473
C 0.73605 0.20306 -0.80530
C -0.30798 1.45298 -3.41034
C -0.25977 0.48376 2.01230
C -0.42799 -3.02380 2.18096
P -0.52524 -0.53654 0.48884
S 0.66639 -2.22600 0.96781
H 0.75902 2.28570 -0.31032
H -0.09570 3.21962 -2.29155
H 0.68182 -0.47091 -1.66033
H 1.67128 0.07165 -0.25559
H -0.66550 1.95676 -4.29365
H -0.20228 0.38316 -3.47685
H -0.22309 -0.16586 2.88761
H -1.10214 1.16130 2.13767
H 0.66501 1.05744 1.96519
H 0.19826 -3.37593 2.99552
H -0.90715 -3.87043 1.69850
H -1.18012 -2.33351 2.55240
```

The calculation puts the LUMO energy at -6.7 eV. The highest occupied orbital energy is -12.048 eV. Its energy above the lowest of the compared OMol25 structures with the same formula, charge and spin is 0.000 eV. For the HOMO-LUMO gap, the calculation gives 5.4 eV. The value obtained for the total energy is -26531.9618 eV. Its total charge is +1.

(7)
Entry from OMol25: an isolated ion of composition C2H2NO4 and charge -1 in a non-equilibrium geometry (ωB97M-V with the def2-TZVPD basis set).

The geometry in XYZ format:
```
9
C2H2NO4 | OMol25 | ωB97M-V with the def2-TZVPD basis set
C 1.07295 -1.20314 -0.75193
C -1.30612 1.14977 0.74675
N 0.45384 -0.20718 -0.15607
O -0.34447 1.83726 1.02411
O 2.28187 -1.28635 -0.91469
O -2.49685 1.20738 0.89335
O -0.91210 -0.14851 0.00815
H 0.37122 -1.98259 -1.10522
H 0.87966 0.63335 0.25554
```

The calculation puts the LUMO energy at 4.1 eV. The highest occupied orbital energy is -4.719 eV. Its energy above the lowest of the compared OMol25 structures with the same formula, charge and spin is 1.771 eV. For the HOMO-LUMO gap, the calculation gives 8.8 eV. The value obtained for the total energy is -11787.5492 eV. Its total charge is -1. As for the SMILES: O=CNOC(=O)[O-].

(8)
Entry from OMol25: the molecule C7H10O in a non-equilibrium geometry (ωB97M-V with the def2-TZVPD basis set).

The geometry in XYZ format:
```
18
C7H10O | OMol25 | ωB97M-V with the def2-TZVPD basis set
C -0.49239 1.48673 0.56493
C -0.23819 0.55563 1.69539
C 0.75938 -0.22345 0.73401
C 0.20546 -1.44838 0.03970
C -0.73023 -0.83762 -0.99192
C 0.11579 0.29615 -1.50708
C 0.68383 0.93529 -0.24351
H -1.00723 -0.12981 2.10682
H 0.17422 1.06735 2.56109
H 1.65677 -0.38280 1.41511
H 1.02757 -1.94525 -0.44940
H -0.30061 -2.15392 0.77032
H -1.64598 -0.39211 -0.50116
H -1.05918 -1.45643 -1.81058
H 0.85126 -0.09099 -2.20843
H -0.39773 1.07941 -1.99390
H 1.69156 1.44464 -0.34148
O -1.29429 2.19555 0.16011
```

The calculation puts the LUMO energy at 0.9 eV. The highest occupied orbital energy is -9.347 eV. Its energy above the lowest of the compared OMol25 structures with the same formula, charge and spin is 1.375 eV. For the HOMO-LUMO gap, the calculation gives 10.3 eV. The value obtained for the total energy is -9467.1854 eV. Its total charge is 0. As for the SMILES: O=C1C[C@H]2CCC[C@@H]12.

Q: Which of these has the lowest total charge?
A: C2H2NO4

Q: Among the records above, which one has the lowest total charge?
A: C2H2NO4

Q: What is the formula in the first record?
A: C18H30NO5P2Re